(1)
The following is a quantum chemistry calculation of a cluster of 2 separate species, C11H15F3N2O4 in total, from OMol25.

Output
Electronic energy (eV): -30961.2664
HOMO energy (eV): -4.918
HOMO-LUMO gap (hartree): 0.052

Each line ends with the natural charge from an NBO analysis.
CARTESIAN COORDINATES (ANGSTROEM)
C 2.191 -2.447 2.321  -0.45
N 2.801 -1.068 2.300  -0.33
C 4.137 -0.962 1.712  0.07
C 4.865 0.414 1.587  -0.21
C 4.169 1.713 2.102  -0.11
C 2.755 1.562 2.721  -0.20
C 2.133 0.119 2.781  0.26
C 0.629 0.055 3.397  -0.15
O -0.246 0.413 2.271  -0.38
N -0.119 -0.554 1.299  0.35
O 0.207 -0.073 0.265  -0.19
H 1.601 -2.667 3.272  0.25
H 1.437 -2.537 1.446  0.27
H 2.976 -3.277 2.186  0.25
H 4.711 -1.865 1.299  0.27
H 5.889 0.475 1.096  0.27
H 4.619 2.767 2.021  0.27
H 2.173 2.470 3.095  0.28
H 0.384 -0.979 3.829  0.22
H 0.504 0.798 4.273  0.26
C -2.277 0.846 -1.597  -0.64
C -2.632 -0.570 -2.013  -0.06
O -3.873 -0.674 -2.683  -0.58
C -3.940 -0.319 -4.096  0.32
O -3.012 -0.945 -4.790  -0.89
C -3.967 1.233 -4.349  0.91
F -4.687 1.875 -3.386  -0.36
F -4.585 1.533 -5.519  -0.35
F -2.759 1.835 -4.386  -0.35
H -3.153 1.382 -1.225  0.21
H -1.512 0.831 -0.816  0.16
H -1.864 1.412 -2.431  0.22
H -2.753 -1.159 -1.096  0.14
H -1.815 -1.044 -2.567  0.18
H -4.988 -0.590 -4.319  0.09

***

(2)
The following is a quantum chemistry calculation of a cluster of 2 separate species, C4H14N3 in total, from OMol25.

Output
Net charge: +1
Electronic energy (eV): -8839.1390
HOMO energy (eV): -14.985
HOMO-LUMO gap (hartree): 0.436
Energy above the lowest of the compared OMol25 structures with the same formula, charge and spin (kcal/mol): 20.4

Each line ends with the natural charge from an NBO analysis.
CARTESIAN COORDINATES (ANGSTROEM)
C 1.419 -2.294 0.480  -0.63
C 0.612 -2.282 -0.856  -0.61
H 0.706 -2.638 1.228  0.20
H 2.204 -3.034 0.519  0.23
H 1.964 -1.418 0.858  0.18
H 0.172 -1.279 -0.867  0.17
H -0.217 -2.944 -0.641  0.22
H 1.305 -2.532 -1.645  0.23
C 0.920 1.596 -0.761  -0.46
C -1.176 1.350 0.442  0.69
N -1.843 0.495 1.247  -0.77
N 0.143 1.233 0.417  -0.56
N -1.857 2.272 -0.195  -0.74
H -1.272 0.224 2.036  0.42
H -2.843 0.408 1.207  0.43
H 0.551 0.400 0.807  0.43
H -1.529 2.911 -0.892  0.44
H -2.844 2.390 -0.042  0.43
H 1.837 1.014 -0.796  0.25
H 1.297 2.621 -0.801  0.23
H 0.453 1.506 -1.744  0.22

***

(3)
The following is a quantum chemistry calculation of a structure of composition C21H31BHgN5O2P, from OMol25.

Output
Net charge: +1
Electronic energy (eV): -47958.7094
Multiplicity: 2
HOMO energy (spin up / spin down) (eV): -9.218 / -11.007
HOMO-LUMO gap (spin up / spin down) (hartree): 0.258 / 0.284
Energy above the lowest of the compared OMol25 structures with the same formula, charge and spin (kcal/mol): 22.6

Each line ends with the Mulliken spin population.
CARTESIAN COORDINATES (ANGSTROEM)
Hg 2.622 1.107 -0.761  0.44
C -0.562 3.727 -0.432  -0.01
N 0.186 3.192 0.784  -0.11
C 1.321 4.215 1.162  0.00
N 0.742 5.451 1.444  0.00
C -0.032 5.898 0.186  0.00
N -1.172 5.066 -0.155  0.00
C -2.133 4.989 0.973  0.00
P -1.536 4.415 2.623  0.00
C -0.652 2.880 1.983  -0.01
C -0.096 5.504 2.723  0.00
H -1.316 2.957 -0.681  -0.02
H 0.154 3.816 -1.270  0.06
H 0.802 2.413 0.509  0.10
H 1.995 4.316 0.337  0.04
H 1.846 3.776 1.993  -0.02
H 0.845 5.795 -0.504  0.00
H -0.326 6.971 0.360  0.00
H -2.901 4.328 0.621  0.00
H -2.526 6.005 1.049  0.00
H -1.406 2.158 1.748  0.00
H -0.080 2.452 2.823  0.00
H 0.706 5.301 3.508  0.00
H -0.331 6.588 2.866  0.00
C -2.825 -5.101 -0.567  0.00
C -3.329 -4.270 0.619  0.00
C -3.421 -5.109 1.878  0.00
C -4.717 -3.781 0.174  0.00
C -2.375 -3.050 0.883  0.00
C -2.864 -1.843 1.432  0.00
C -2.143 -0.706 1.650  0.00
C -0.852 -0.728 1.113  0.02
O 0.105 0.203 0.926  0.06
B 1.263 -0.327 0.432  0.36
O 1.014 -1.659 0.160  0.04
C -0.297 -1.902 0.702  0.02
C -1.044 -3.035 0.482  -0.01
H -3.550 -5.867 -0.890  0.00
H -1.866 -5.566 -0.416  0.00
H -2.678 -4.453 -1.387  0.00
H -4.030 -5.950 1.722  0.00
H -3.944 -4.669 2.771  0.00
H -2.354 -5.434 2.265  0.00
H -5.220 -4.657 -0.286  0.00
H -4.691 -2.994 -0.580  0.00
H -5.325 -3.500 1.033  0.00
H -3.865 -1.875 1.878  0.00
H -2.604 0.130 2.105  0.00
H -0.594 -3.905 0.053  0.00
N 6.070 -3.210 -4.387  0.00
C 5.490 -2.286 -3.586  0.00
C 4.459 -2.638 -2.619  0.01
C 3.897 -1.682 -1.862  0.01
N 4.248 -0.391 -1.946  0.01
C 5.097 -0.004 -2.869  -0.03
C 5.736 -0.902 -3.735  0.02
H 5.721 -4.129 -4.470  0.00
H 6.730 -3.029 -5.103  0.00
H 4.121 -3.636 -2.512  0.00
H 3.042 -1.940 -1.221  0.00
H 5.129 1.095 -3.132  -0.01
H 6.319 -0.520 -4.600  0.00

***

(4)
The following is a quantum chemistry calculation of the ion C8H20N2P with charge +1, from OMol25.

Output
Net charge: +1
Electronic energy (eV): -20878.4736
HOMO energy (spin up / spin down) (eV): -11.424 / -11.422
HOMO-LUMO gap (spin up / spin down) (hartree): 0.289 / 0.289
Energy above the lowest of the compared OMol25 structures with the same formula, charge and spin (kcal/mol): 67.8

Each line ends with the natural charge from an NBO analysis.
CARTESIAN COORDINATES (ANGSTROEM)
C -0.540 -0.151 -1.237  -0.12
C -0.410 1.423 1.173  0.03
C 0.645 -0.846 -0.624  -0.04
C 0.907 0.732 1.477  -0.09
C -1.264 -1.186 -2.275  -0.61
C -0.361 2.710 0.453  -0.69
C 1.584 -1.587 -1.581  -0.68
C 0.825 -0.252 2.572  -0.66
N -1.501 0.275 -0.278  -0.70
N 1.520 0.190 0.174  -0.53
P -2.347 -0.768 0.803  0.51
H -0.345 0.727 -1.798  0.21
H -0.996 1.502 2.085  0.23
H 0.243 -1.532 0.181  0.24
H 1.660 1.474 1.738  0.22
H -0.661 -1.639 -3.045  0.23
H -2.126 -0.681 -2.847  0.25
H -1.639 -1.970 -1.663  0.21
H -0.675 2.448 -0.504  0.24
H 0.640 3.247 0.483  0.22
H -1.100 3.311 0.951  0.25
H 1.851 -0.921 -2.410  0.22
H 1.251 -2.451 -2.139  0.27
H 2.462 -2.058 -1.290  0.24
H 0.512 0.247 3.561  0.26
H 1.594 -0.932 2.724  0.24
H 0.151 -1.031 2.397  0.24
H 2.557 -0.253 0.290  0.46
H 1.714 0.974 -0.424  0.42
H -2.941 -1.288 -0.224  -0.06
H -3.214 0.285 1.273  0.00

***

(5)
The following is a quantum chemistry calculation of a cluster of 29 separate species, C4H56BO36 in total, from OMol25.

Output
Net charge: -1
Electronic energy (eV): -79452.3566
HOMO energy (eV): -7.754
HOMO-LUMO gap (hartree): 0.339
Energy above the lowest of the compared OMol25 structures with the same formula, charge and spin (kcal/mol): 7.2

Each line ends with the Mulliken charge.
CARTESIAN COORDINATES (ANGSTROEM)
O -1.014 -1.676 -2.609  0.04
C -0.628 -1.354 -1.499  1.24
O -0.110 -0.230 -1.372  0.30
B -0.215 0.060 0.087  -0.88
O -0.940 -1.107 0.670  -1.30
C -1.072 -1.937 -0.276  0.47
O -1.558 -3.063 -0.143  0.65
O -0.939 1.341 0.331  1.32
C -0.134 2.068 1.012  0.75
O -0.542 3.174 1.494  -0.62
C 1.097 1.381 1.233  -0.33
O 1.094 0.258 0.729  2.16
O 2.064 1.827 1.822  -0.52
O 1.511 -2.928 1.888  -0.79
H 1.711 -2.626 1.001  0.60
H 1.042 -2.168 2.275  0.48
O 1.812 2.236 -1.372  -0.84
H 0.973 2.646 -1.674  0.15
H 2.630 2.628 -1.745  0.30
O -3.532 2.653 2.010  -0.71
H -3.046 1.844 2.259  0.32
H -4.125 2.667 2.768  0.34
O -0.755 3.407 -1.868  -0.78
H -0.597 3.239 -2.797  0.29
H -1.521 2.920 -1.498  0.18
O 0.376 -1.016 3.339  -0.90
H -0.204 -1.683 3.705  0.36
H -0.266 -0.377 3.194  0.08
O -2.934 -5.611 -0.715  -0.58
H -2.689 -6.434 -0.329  0.26
H -2.533 -5.656 -1.587  0.30
O -1.691 4.352 3.647  -0.74
H -1.111 5.104 3.516  0.33
H -1.704 3.820 2.891  0.38
O -1.123 5.892 -0.473  -0.68
H -1.910 5.993 -1.005  0.30
H -0.969 4.948 -0.318  0.28
O 2.598 0.207 4.168  -0.69
H 1.667 0.112 3.856  0.32
H 2.662 1.133 4.398  0.35
O 1.477 4.575 2.853  -0.77
H 1.906 3.794 3.253  0.34
H 0.769 4.124 2.387  0.26
O -3.607 -0.226 -0.540  -0.66
H -3.891 -0.980 -1.114  0.47
H -3.271 0.386 -1.211  0.17
O -2.527 0.641 -2.908  -0.72
H -1.635 0.449 -2.825  0.07
H -2.777 0.173 -3.701  0.30
O 1.750 4.779 -0.029  -0.72
H 1.852 3.883 -0.274  0.41
H 2.061 4.769 0.871  0.42
O 3.894 0.681 -0.493  -0.84
H 3.254 1.401 -0.476  0.15
H 4.660 0.831 -1.141  0.25
O 1.934 -2.367 -0.658  -0.71
H 2.061 -3.293 -0.814  0.30
H 1.968 -1.973 -1.540  0.28
O 5.276 1.696 3.198  -0.68
H 4.559 1.085 3.025  0.39
H 5.335 1.761 4.156  0.27
O -3.094 -4.024 1.984  -0.66
H -3.212 -4.942 2.181  0.28
H -2.729 -3.999 1.075  0.15
O -3.952 -2.403 -2.139  -0.79
H -4.325 -3.008 -1.479  0.38
H -3.015 -2.585 -2.165  0.13
O -2.023 -2.054 -5.400  -0.66
H -1.953 -2.625 -4.655  0.25
H -1.664 -2.624 -6.077  0.31
O 2.373 -0.344 -2.560  -0.81
H 2.691 -0.107 -1.712  0.55
H 1.584 0.169 -2.544  0.23
O 4.006 -0.575 1.882  -0.78
H 4.112 -0.215 1.016  0.50
H 3.159 -0.181 2.096  -0.11
O 0.448 -0.694 -4.962  -0.60
H -0.278 -1.214 -4.645  0.13
H 0.350 -0.817 -5.921  0.29
O -3.113 2.759 -0.694  -0.67
H -2.930 2.510 0.193  0.03
H -3.144 3.703 -0.378  0.47
O -0.126 -4.984 -1.629  -0.75
H -0.671 -4.837 -2.391  0.35
H -0.696 -4.760 -0.870  0.02
O 1.555 -3.389 -3.246  -0.62
H 1.195 -3.306 -4.096  0.26
H 0.934 -3.805 -2.606  0.38
O 0.062 -5.284 1.441  -0.64
H 0.270 -5.941 2.145  0.25
H 0.258 -4.434 1.808  0.35
O -2.186 0.434 2.550  -0.90
H -2.863 0.004 3.002  0.36
H -2.131 0.013 1.677  0.16
O 4.177 3.425 1.163  -0.64
H 3.534 2.864 1.596  0.33
H 4.974 3.041 1.330  0.31